# 1
Formula: C4H8Cl3N3
Source: the OMol25 dataset
Level of theory: ωB97M-V/def2-TZVPD

Last column: Löwdin charge in e.
Positions of all 18 atoms, in Å:
C: -1.51 0.68 0.00  -0.3245
C: 0.32 -0.95 0.74  -0.1348
C: -1.77 2.15 0.06  0.0099
C: 4.36 -0.63 -0.77  -1.4884
N: -2.47 -0.11 -0.39  0.2670
N: -0.21 -2.12 0.83  0.0938
N: -0.26 0.28 0.36  0.0601
Cl: 3.99 -0.75 -2.40  0.8390
Cl: 4.82 0.80 0.05  0.8063
Cl: 4.62 -2.11 0.00  0.8112
H: -2.22 2.66 -0.91  0.1621
H: -2.51 2.35 0.86  0.1264
H: -0.87 2.76 0.21  0.0945
H: -3.34 0.40 -0.62  0.1754
H: -2.54 -1.06 -0.53  0.1117
H: 0.49 -2.86 1.05  0.1251
H: -1.09 -2.58 0.59  0.1169
H: 0.20 1.07 0.87  0.1482

Molar mass, g/mol: 204.5
LUMO energy, eV: -9.88
Frontier orbital gap, hartree: 0.2028
Charge: +2
Spin multiplicity: 1
Energy relative to the best compared isomer or geometry (same formula, charge and spin), kcal per mole: 35.1
E_HOMO, eV: -15.40

---

# 2
Formula: C45H40BrNOOsP2S2Si
Source: the OMol25 dataset
Level of theory: ωB97M-V/def2-TZVPD

Last column: Löwdin charge in e.
Positions of all 94 atoms, in Å:
Os: 0.38 -0.43 -0.14  0.7477
C: 2.56 1.61 -2.33  -0.1987
Si: 0.80 1.33 -1.77  0.4816
C: 0.34 2.91 -0.84  -0.2925
C: 0.04 4.09 -1.52  -0.0737
C: -0.11 5.29 -0.84  -0.0446
C: 0.05 5.32 0.55  -0.0436
C: 0.33 4.16 1.24  -0.0722
C: 0.47 2.95 0.55  -0.3731
P: 0.68 1.40 1.47  0.9328
C: 2.28 1.40 2.30  -0.3802
C: 2.60 0.28 3.07  -0.1163
C: 3.78 0.26 3.80  -0.0606
C: 4.65 1.34 3.74  -0.0631
C: 4.34 2.44 2.95  -0.0663
C: 3.16 2.47 2.23  -0.0647
C: -0.55 1.59 2.80  -0.4021
C: -1.89 1.62 2.42  -0.1467
C: -2.87 1.86 3.37  -0.0553
C: -2.51 2.07 4.70  -0.0494
C: -1.18 2.04 5.07  -0.0498
C: -0.19 1.79 4.12  -0.0687
C: -0.25 0.94 -3.27  -0.3075
C: -0.05 1.57 -4.50  -0.0722
C: -0.81 1.22 -5.61  -0.0435
C: -1.78 0.23 -5.50  -0.0411
C: -2.00 -0.40 -4.28  -0.0498
C: -1.24 -0.04 -3.17  -0.3827
P: -1.54 -0.76 -1.54  0.9344
C: -2.89 0.25 -0.85  -0.3547
C: -3.02 1.58 -1.27  -0.0748
C: -4.02 2.38 -0.75  -0.0461
C: -4.91 1.87 0.18  -0.0566
C: -4.79 0.56 0.61  -0.0695
C: -3.78 -0.25 0.11  -0.1597
C: -2.17 -2.42 -1.90  -0.3583
C: -1.23 -3.36 -2.33  -0.1109
C: -1.62 -4.62 -2.73  -0.0557
C: -2.97 -4.96 -2.70  -0.0496
C: -3.91 -4.03 -2.30  -0.0493
C: -3.52 -2.76 -1.90  -0.0733
H: 2.61 2.55 -2.89  0.0489
H: 2.92 0.80 -2.97  0.0427
H: 3.21 1.70 -1.47  0.0122
H: -0.09 4.08 -2.60  0.1098
H: -0.35 6.19 -1.37  0.1180
H: -0.05 6.26 1.08  0.1185
H: 0.41 4.18 2.32  0.1194
H: 1.91 -0.55 3.14  0.1099
H: 4.02 -0.60 4.42  0.1179
H: 5.57 1.33 4.31  0.1192
H: 5.02 3.29 2.92  0.1194
H: 2.90 3.35 1.64  0.1094
H: -2.17 1.47 1.38  0.0749
H: -3.91 1.89 3.08  0.1043
H: -3.27 2.26 5.44  0.1170
H: -0.90 2.20 6.10  0.1167
H: 0.85 1.77 4.42  0.1062
H: 0.72 2.33 -4.60  0.1086
H: -0.64 1.71 -6.56  0.1183
H: -2.36 -0.06 -6.37  0.1188
H: -2.76 -1.17 -4.20  0.1144
H: -2.34 1.99 -2.01  0.0995
H: -4.11 3.41 -1.08  0.1184
H: -5.71 2.50 0.57  0.1192
H: -5.49 0.15 1.33  0.1206
H: -3.68 -1.26 0.46  0.0650
H: -0.18 -3.08 -2.37  0.0946
H: -0.88 -5.34 -3.07  0.1137
H: -3.28 -5.95 -3.02  0.1173
H: -4.96 -4.29 -2.29  0.1179
H: -4.28 -2.04 -1.62  0.1035
C: 1.83 -6.15 -0.24  -0.0177
C: 0.97 -5.09 0.39  -0.2257
C: 0.11 -5.35 1.44  0.0191
C: -0.65 -4.33 1.99  -0.0651
C: -0.50 -3.07 1.46  -0.7092
Br: -1.47 -1.61 2.16  0.9394
N: 0.32 -2.77 0.46  -0.1118
C: 1.03 -3.78 -0.07  -0.1467
H: 1.52 -7.15 0.07  0.0894
H: 2.88 -6.02 0.05  0.0943
H: 1.79 -6.10 -1.33  0.0880
H: 0.02 -6.36 1.83  0.1353
H: -1.34 -4.50 2.80  0.1181
H: 1.68 -3.54 -0.90  0.0790
C: 6.11 0.79 0.47  -0.0164
O: 4.75 0.50 0.05  -0.1565
C: 4.33 -0.72 0.10  -1.2812
S: 5.08 -2.04 0.76  0.8762
S: 2.82 -1.18 -0.51  0.6872
H: 6.18 1.87 0.53  0.1034
H: 6.80 0.42 -0.28  0.1101
H: 6.33 0.34 1.44  0.0777

Molar mass, g/mol: 1035.1
LUMO energy (alpha / beta), eV: -5.29 / -7.99
Frontier orbital gap (alpha / beta), hartree: 0.2724 / 0.2122
Charge: +2
Spin multiplicity: 5
Energy relative to the best compared isomer or geometry (same formula, charge and spin), kcal per mole: 11.7
<S²>: 6.0303
E_HOMO (alpha / beta), eV: -12.71 / -13.76

---

# 3
Formula: C48H54CaN12O2S2
Source: the OMol25 dataset
Level of theory: ωB97M-V/def2-TZVPD

Last column: Löwdin charge in e.
Positions of all 119 atoms, in Å:
Ca: 0.26 -0.06 0.29  1.2723
C: 4.34 -4.71 -1.97  -0.0914
C: 4.72 -3.36 -1.35  -0.2027
C: 3.68 -2.84 -0.41  -0.1492
C: 3.63 -2.95 0.95  -0.1478
C: 4.60 -3.64 1.86  -0.2046
C: 4.16 -5.06 2.24  -0.0929
C: 2.39 -2.31 1.37  -0.2609
N: 1.74 -1.84 0.28  0.0066
C: 2.47 -2.14 -0.81  -0.2521
C: 2.10 -1.83 -2.14  0.0383
C: 0.93 -1.21 -2.59  -0.2568
C: 0.62 -0.87 -3.97  -0.1455
C: 1.54 -1.09 -5.14  -0.1917
C: 1.50 -2.53 -5.66  -0.0930
C: -0.62 -0.31 -3.96  -0.1336
C: -1.06 -0.31 -2.57  -0.2393
C: -2.30 0.17 -2.11  0.0346
C: -2.74 0.30 -0.79  -0.2498
N: -2.01 -0.03 0.31  -0.0114
C: -2.73 0.30 1.40  -0.2272
C: -2.33 0.08 2.72  0.0601
C: -1.16 -0.56 3.17  -0.2341
N: -0.16 -0.99 2.38  0.0050
C: 0.76 -1.61 3.16  -0.2541
C: 1.94 -2.19 2.69  0.0441
C: 0.32 -1.55 4.56  -0.1373
C: -0.87 -0.89 4.56  -0.1300
C: -1.75 -0.57 5.73  -0.1912
C: -2.90 -1.57 5.90  -0.0925
C: 1.06 -2.15 5.71  -0.1990
C: 0.79 -3.65 5.87  -0.0942
C: -4.01 0.89 0.99  -0.1212
C: -4.02 0.87 -0.37  -0.1317
C: -5.11 1.31 -1.29  -0.1967
C: -5.94 0.13 -1.82  -0.0932
C: -5.07 1.38 1.92  -0.1873
C: -5.96 0.25 2.46  -0.0925
N: -0.10 -0.84 -1.79  -0.0056
C: -1.39 0.26 -5.12  -0.1940
C: -2.40 -0.73 -5.71  -0.0935
H: 5.11 -5.06 -2.67  0.0629
H: 3.40 -4.63 -2.51  0.0675
H: 4.21 -5.47 -1.19  0.0612
H: 4.88 -2.64 -2.15  0.1027
H: 5.67 -3.46 -0.82  0.0961
H: 4.74 -3.05 2.77  0.1013
H: 5.58 -3.68 1.37  0.0953
H: 3.20 -5.03 2.74  0.0654
H: 4.89 -5.54 2.90  0.0627
H: 4.05 -5.67 1.35  0.0621
H: 2.83 -2.08 -2.91  0.0989
H: 2.56 -0.83 -4.84  0.1041
H: 1.27 -0.40 -5.94  0.1020
H: 1.74 -3.24 -4.87  0.0628
H: 2.20 -2.67 -6.48  0.0628
H: 0.50 -2.77 -6.03  0.0618
H: -2.99 0.51 -2.87  0.0916
H: -3.01 0.43 3.49  0.1009
H: 2.59 -2.62 3.45  0.0932
H: -2.16 0.43 5.60  0.1114
H: -1.15 -0.55 6.64  0.0996
H: -3.50 -1.63 4.99  0.0629
H: -3.56 -1.29 6.72  0.0635
H: -2.51 -2.57 6.10  0.0597
H: 0.78 -1.63 6.63  0.0992
H: 2.13 -2.00 5.59  0.1021
H: -0.28 -3.83 6.05  0.0613
H: 1.35 -4.08 6.71  0.0618
H: 1.06 -4.19 4.96  0.0651
H: -4.68 1.85 -2.14  0.0958
H: -5.77 2.01 -0.78  0.1009
H: -5.31 -0.58 -2.35  0.0660
H: -6.73 0.47 -2.50  0.0625
H: -6.41 -0.40 -0.99  0.0631
H: -5.69 2.12 1.41  0.1011
H: -4.60 1.90 2.76  0.1140
H: -6.49 -0.25 1.64  0.0611
H: -6.70 0.63 3.17  0.0636
H: -5.36 -0.50 2.97  0.0613
H: -0.69 0.58 -5.89  0.1015
H: -1.91 1.16 -4.79  0.0989
H: -1.89 -1.61 -6.10  0.0615
H: -2.97 -0.28 -6.52  0.0626
H: -3.10 -1.07 -4.94  0.0661
N: 1.87 1.23 1.60  -0.0792
N: 3.16 0.80 1.22  0.0083
C: 3.53 0.91 -0.06  -0.4023
N: 4.85 0.77 -0.31  0.1855
N: 2.56 1.17 -0.94  0.1513
N: 2.89 1.29 -2.26  -0.4197
O: 3.99 0.93 -2.72  -0.0267
O: 2.02 1.75 -2.97  0.0610
H: 1.88 2.27 1.62  -0.0950
H: 1.69 0.93 2.56  0.0553
H: 3.91 0.90 1.89  0.1468
H: 5.42 0.37 0.42  0.1043
H: 5.08 0.61 -1.28  0.0709
S: 0.13 3.30 3.17  0.4059
C: 0.88 4.50 2.21  -1.2707
S: 2.53 4.38 1.68  0.3750
C: 0.13 5.64 1.79  -0.4503
C: -1.24 5.83 2.14  -0.3254
N: -2.35 6.05 2.39  0.0797
C: 0.70 6.69 1.02  -0.3400
N: 1.10 7.58 0.39  0.0903
N: -0.14 2.26 -0.27  0.1657
C: -0.40 3.08 -1.02  -0.0911
C: -0.66 4.13 -1.97  -0.1899
C: -1.78 4.06 -2.80  -0.0293
C: -2.02 5.08 -3.70  -0.0915
C: -1.15 6.17 -3.76  -0.0941
C: -0.05 6.23 -2.92  -0.0666
C: 0.21 5.21 -2.02  -0.0098
H: -2.44 3.20 -2.72  0.0997
H: -2.88 5.03 -4.35  0.0937
H: -1.35 6.98 -4.45  0.0928
H: 0.61 7.09 -2.94  0.1032
H: 1.06 5.25 -1.35  0.1076

Molar mass, g/mol: 935.3
LUMO energy, eV: 3.52
Frontier orbital gap, hartree: 0.1771
Charge: -2
Spin multiplicity: 1
Energy relative to the best compared isomer or geometry (same formula, charge and spin), kcal per mole: 0.0
E_HOMO, eV: -1.30

---

# 4
Formula: C17H48N6O5
Source: the OMol25 dataset
Level of theory: ωB97M-V/def2-TZVPD

Last column: Löwdin charge in e.
Positions of all 76 atoms, in Å:
C: 33.49 -26.80 -7.69  -0.0416
C: 33.31 -25.54 -6.80  -0.4517
C: 32.66 -24.41 -7.60  -0.2079
O: 33.29 -24.17 -8.86  -0.1955
C: 32.94 -23.04 -9.55  -0.1389
N: 32.25 -25.80 -5.87  0.0104
H: 34.15 -26.67 -8.55  0.0735
H: 32.47 -27.09 -7.94  0.0827
H: 33.95 -27.64 -7.17  0.0654
H: 34.18 -25.10 -6.32  0.1350
H: 32.62 -23.57 -6.91  0.1240
H: 31.66 -24.76 -7.87  0.1292
H: 33.43 -23.30 -10.49  0.0926
H: 33.28 -22.09 -9.16  0.0860
H: 31.85 -23.00 -9.67  0.0777
H: 31.99 -25.03 -5.26  0.0744
H: 32.83 -26.37 -5.28  0.0735
C: 30.17 -18.59 -5.33  -0.0518
C: 29.15 -17.51 -5.71  -0.3492
C: 29.28 -16.63 -6.97  -0.1618
O: 28.66 -15.33 -6.68  -0.1810
C: 28.50 -14.56 -7.81  -0.1527
N: 27.82 -18.25 -5.85  0.0376
H: 30.04 -19.56 -5.82  0.0528
H: 30.06 -18.74 -4.25  0.0778
H: 31.19 -18.33 -5.61  0.0781
H: 29.12 -16.77 -4.91  0.1299
H: 28.98 -17.10 -7.90  0.1122
H: 30.31 -16.41 -7.26  0.1207
H: 29.05 -14.84 -8.71  0.0908
H: 28.91 -13.59 -7.53  0.0839
H: 27.48 -14.25 -8.06  0.0807
H: 27.51 -18.52 -4.93  0.0763
H: 27.14 -17.54 -6.05  0.0515
C: 23.35 -21.06 -6.47  -0.0508
C: 24.30 -20.61 -7.63  -0.4363
C: 24.56 -19.11 -7.47  -0.1764
O: 25.36 -18.75 -8.58  -0.2745
C: 25.48 -17.34 -8.68  -0.1057
N: 25.43 -21.46 -7.54  0.0626
H: 23.04 -22.09 -6.63  0.0751
H: 22.48 -20.42 -6.32  0.0722
H: 23.85 -21.23 -5.52  0.0722
H: 23.90 -20.76 -8.63  0.1311
H: 25.17 -19.00 -6.57  0.1181
H: 23.63 -18.54 -7.45  0.1340
H: 26.39 -17.04 -9.21  0.0862
H: 25.71 -16.74 -7.80  0.0755
H: 24.67 -16.76 -9.12  0.0966
H: 25.82 -21.47 -6.60  0.0641
H: 26.16 -20.91 -7.96  0.0163
C: 24.45 -21.21 -12.46  -0.0591
C: 25.63 -20.81 -11.53  -0.4127
C: 26.99 -20.74 -12.25  -0.1802
O: 28.01 -20.45 -11.34  -0.2419
C: 29.31 -20.47 -11.85  -0.0919
N: 25.37 -19.49 -10.99  0.0518
H: 23.58 -21.12 -11.82  0.0730
H: 24.60 -22.22 -12.83  0.0693
H: 24.33 -20.69 -13.41  0.0731
H: 25.53 -21.48 -10.68  0.1326
H: 26.96 -20.06 -13.10  0.1372
H: 27.10 -21.77 -12.58  0.1289
H: 29.56 -21.52 -12.00  0.0982
H: 30.01 -20.17 -11.08  0.0806
H: 29.55 -19.85 -12.71  0.0920
H: 26.25 -19.13 -10.66  0.0468
H: 24.86 -19.68 -10.14  0.0393
C: 28.69 -20.84 -8.28  -0.6871
O: 29.64 -21.40 -8.90  -0.0139
N: 28.43 -21.08 -6.97  0.1345
N: 27.83 -20.02 -8.77  0.1767
H: 27.95 -20.35 -6.47  0.0517
H: 29.05 -21.77 -6.58  0.1098
H: 27.97 -19.96 -9.77  0.0707
H: 27.20 -19.50 -8.18  0.0756

Molar mass, g/mol: 416.6
LUMO energy, eV: 0.50
Frontier orbital gap, hartree: 0.3459
Spin multiplicity: 1
Energy relative to the best compared isomer or geometry (same formula, charge and spin), kcal per mole: 81.7
E_HOMO, eV: -8.91